Version a
{
  "formula": "C22H33AsF14N4OS5Sb2TeTi",
  "method": "ωB97M-V/def2-TZVPD",
  "charge": -1,
  "homo_lumo_gap_ev": [5.2, 3.0],
  "multiplicity": 2,
  "species": ["Ti", "C", "Sb", "C", "C", "C", "C", "C", "C", "C", "C", "C", "Sb", "C", "C", "H", "H", "H", "H", "H", "H", "H", "H", "H", "H", "H", "H", "H", "H", "H", "H", "H", "H", "H", "H", "F", "As", "F", "F", "F", "F", "F", "F", "C", "F", "F", "F", "Te", "F", "F", "F", "F", "O", "C", "S", "C", "C", "S", "S", "C", "S", "S", "H", "H", "H", "C", "C", "C", "C", "N", "C", "N", "N", "N", "H", "H", "H", "H", "H", "H", "H", "H", "H", "H"],
  "positions_angstrom": [[2.10675, 1.25682, 0.69948], [-1.26295, -1.37038, -2.24102], [-1.32895, -0.66888, -0.17402], [-2.12045, -2.66798, 0.32638], [-3.24485, 0.65262, -0.43062], [-3.41565, 1.12462, -1.79112], [-4.02275, 0.26222, -2.71052], [-4.21355, 0.61082, -4.02772], [-3.77825, 1.85592, -4.46532], [-3.18815, 2.72762, -3.57462], [-2.99755, 2.40422, -2.22782], [-2.44225, 3.41732, -1.33502], [-0.14035, 3.60262, -1.13202], [-0.24335, 5.58682, -0.16682], [0.46045, 4.39082, -3.07762], [-2.17655, -1.92218, -2.45332], [-0.39665, -2.02178, -2.34102], [-1.17035, -0.54668, -2.94062], [-3.03325, -2.86088, -0.22172], [-2.30075, -2.75068, 1.38918], [-1.36455, -3.39298, 0.03688], [-3.10805, 1.42712, 0.31148], [-3.99565, -0.06708, -0.12732], [-4.36675, -0.69728, -2.35102], [-4.68425, -0.08118, -4.71282], [-3.90235, 2.13802, -5.50072], [-2.86745, 3.70082, -3.91662], [-2.74195, 3.31632, -0.29762], [-2.63295, 4.42472, -1.68602], [-0.78355, 6.24752, -0.83042], [0.76105, 5.95252, 0.00338], [-0.76555, 5.49462, 0.77518], [-0.15805, 5.24852, -3.32182], [0.35135, 3.59802, -3.80892], [1.51065, 4.66652, -3.00312], [2.69505, 0.39732, 2.82188], [4.20335, 1.33832, 2.81528], [4.11375, 1.49212, 4.55428], [5.10105, -0.19238, 3.00468], [5.72595, 2.20972, 2.75808], [4.28165, 1.05792, 1.03678], [3.31265, 2.80552, 2.55278], [0.79915, 3.52812, 1.80208], [0.70295, 2.16352, 1.94568], [-0.63265, 1.93602, 1.60278], [0.73365, 1.96252, 3.29148], [3.18975, 0.30822, -1.29452], [1.27665, 0.31572, -2.00902], [-0.33415, 1.46642, -2.86182], [1.98245, 2.10272, -2.37742], [2.42955, 0.15192, -3.78992], [2.62145, 2.81512, 0.07618], [0.76975, 1.10352, -0.34802], [-4.54015, -0.55018, 2.90458], [-2.97115, 0.36502, 2.74258], [-2.08255, -0.27878, 4.10368], [-0.86205, -0.86978, 4.01698], [0.02125, -1.27188, 2.61778], [-0.14455, -1.33128, 5.55498], [-1.47965, -0.83418, 6.57678], [-1.51325, -1.07818, 8.20338], [-2.75515, -0.03038, 5.70658], [-5.21175, -0.11558, 2.17308], [-4.92595, -0.40868, 3.90688], [-4.37765, -1.60158, 2.69768], [2.31755, -5.23038, -1.64522], [3.34135, -5.02088, -0.53222], [2.70295, -5.18828, 0.84528], [4.02115, -3.64518, -0.66462], [3.13515, -2.58158, -0.30042], [3.24435, -1.66678, 0.66328], [2.17345, -0.90058, 0.67318], [1.37685, -1.39348, -0.31862], [1.96505, -2.41288, -0.92312], [1.87535, -6.22008, -1.57632], [2.78515, -5.13048, -2.62132], [1.52955, -4.48828, -1.57352], [4.13475, -5.76678, -0.64582], [1.89075, -4.47918, 0.98458], [3.43235, -5.03808, 1.63908], [2.28965, -6.18878, 0.94298], [4.32045, -3.49658, -1.70652], [4.90305, -3.58418, -0.02242], [4.08905, -1.58388, 1.32098]],
  "mulliken_spin": [0.0076, 0.0024, 0.0143, 0.0163, 0.0011, -0.0001, 0.0005, -0.0003, 0.0003, -0.0003, 0.0009, 0.0002, 0.0010, 0.0001, 0.0001, -0.0006, 0.0006, -0.0004, 0.0002, -0.0055, 0.0028, -0.0004, 0.0000, 0.0000, 0.0000, 0.0000, 0.0000, 0.0001, 0.0000, 0.0000, 0.0000, 0.0000, 0.0000, 0.0000, 0.0000, -0.0029, -0.0020, 0.0000, 0.0003, -0.0001, 0.0003, 0.0003, 0.0017, -0.0014, -0.0049, 0.0047, -0.0001, -0.0001, 0.0000, 0.0000, 0.0000, 0.0000, -0.0262, 0.0224, 0.0525, 0.2994, -0.0867, 0.5966, -0.0250, -0.0139, 0.0753, 0.0537, -0.0020, 0.0005, -0.0003, 0.0004, 0.0004, -0.0021, 0.0003, 0.0003, 0.0021, 0.0087, 0.0036, -0.0007, 0.0000, 0.0000, -0.0002, 0.0000, 0.0036, 0.0000, 0.0000, 0.0000, 0.0000, -0.0001]
}

Version b
{
  "formula": "C22H33AsF14N4OS5Sb2TeTi",
  "method": "ωB97M-V/def2-TZVPD",
  "charge": -1,
  "homo_lumo_gap_ev": [5.3, 5.3],
  "multiplicity": 2,
  "species": ["Ti", "C", "Sb", "C", "C", "C", "C", "C", "C", "C", "C", "C", "Sb", "C", "C", "H", "H", "H", "H", "H", "H", "H", "H", "H", "H", "H", "H", "H", "H", "H", "H", "H", "H", "H", "H", "F", "As", "F", "F", "F", "F", "F", "F", "C", "F", "F", "F", "Te", "F", "F", "F", "F", "O", "C", "S", "C", "C", "S", "S", "C", "S", "S", "H", "H", "H", "C", "C", "C", "C", "N", "C", "N", "N", "N", "H", "H", "H", "H", "H", "H", "H", "H", "H", "H"],
  "positions_angstrom": [[-0.57160, -0.23651, 0.17948], [4.61134, -1.15925, -0.46394], [3.33237, 0.40574, 0.18233], [3.54561, 0.16135, 2.28267], [5.10744, 1.73411, 0.15185], [5.16139, 2.78419, 1.20411], [5.89827, 2.60268, 2.37224], [5.88946, 3.55045, 3.38494], [5.13606, 4.70666, 3.23827], [4.41107, 4.90683, 2.07241], [4.42484, 3.96210, 1.05142], [3.56754, 4.13406, -0.16853], [1.59482, 3.19276, 0.07763], [1.34056, 3.35628, -2.02530], [0.42232, 4.12008, 4.00446], [5.22006, -1.37625, 0.41231], [5.23189, -0.82208, -1.29186], [4.03716, -2.03224, -0.76204], [4.60635, -0.00120, 2.47822], [2.96366, -0.69368, 2.61569], [3.20702, 1.05771, 2.80044], [5.15075, 2.17042, -0.84816], [5.96109, 1.06092, 0.25153], [6.48530, 1.69824, 2.48717], [6.46594, 3.38101, 4.28529], [5.11210, 5.45136, 4.02355], [3.82507, 5.81208, 1.95436], [4.02766, 3.75608, -1.07905], [3.30202, 5.19024, -0.29883], [1.64887, 4.36138, -2.32234], [0.29952, 3.20305, -2.28914], [1.98181, 2.62966, -2.52240], [0.34050, 5.04316, 3.42849], [1.07629, 4.27261, 4.86260], [-0.56366, 3.79637, 4.33534], [0.55528, 0.46872, 2.14167], [-0.48014, -0.16074, 3.50032], [-1.23191, -1.03339, 2.08704], [0.56693, -1.48498, 3.72468], [-1.65689, -0.82916, 4.54160], [0.37468, 0.75098, 4.66710], [-1.50254, 1.19209, 3.18812], [-3.23953, -1.74065, -0.25718], [-2.04462, -1.52003, -0.86165], [-2.37108, -1.23539, -2.17798], [-1.47919, -2.79024, -0.94809], [-2.58054, 2.20247, -1.24951], [-1.88109, 2.64649, 0.46791], [-1.27833, 4.21249, -0.58008], [-3.66799, 3.40684, 0.60584], [-2.56188, 0.79513, 0.78696], [0.96000, 3.13263, 3.20068], [-0.35449, 1.55266, -0.34982], [-1.22094, -4.34202, 2.44060], [0.51467, -4.83849, 2.61474], [1.06992, -4.75924, 0.95353], [1.34832, -3.65220, 0.22055], [1.31426, -2.00767, 0.82260], [1.92620, -4.00578, -1.39845], [1.96467, -5.72171, -1.30610], [2.50780, -6.68980, -2.53576], [1.35214, -6.29981, 0.18489], [-1.46838, -3.68717, 3.27151], [-1.87066, -5.21467, 2.44207], [-1.34326, -3.78944, 1.51547], [1.91259, -0.43767, -6.62157], [1.05977, 0.71569, -6.10343], [1.90179, 1.74641, -5.36186], [-0.12485, 0.25069, -5.25979], [0.23617, -0.18861, -3.91945], [-0.15825, 0.30393, -2.75088], [0.41111, -0.41366, -1.80028], [1.16095, -1.33726, -2.42062], [1.07822, -1.21366, -3.68701], [2.69972, -0.05501, -7.27320], [1.31407, -1.14612, -7.19688], [2.38050, -0.98670, -5.80343], [0.59679, 1.20763, -6.96586], [2.36886, 1.30080, -4.47994], [1.30691, 2.60091, -5.03360], [2.70264, 2.11881, -6.00170], [-0.66450, -0.56295, -5.74440], [-0.82248, 1.07427, -5.10595], [-0.86364, 1.10414, -2.59590]],
  "mulliken_spin": [0.9572, 0.0008, -0.0004, -0.0006, 0.0007, -0.0010, 0.0003, -0.0001, 0.0001, 0.0001, 0.0008, -0.0004, 0.0043, 0.0045, 0.0002, -0.0002, -0.0001, 0.0000, -0.0002, 0.0008, -0.0001, 0.0000, 0.0000, 0.0000, 0.0000, 0.0000, 0.0000, 0.0001, -0.0001, 0.0003, -0.0011, -0.0008, -0.0001, 0.0000, 0.0000, 0.0025, -0.0031, -0.0038, 0.0005, 0.0000, -0.0001, 0.0007, -0.0019, -0.0093, 0.0040, 0.0079, 0.0012, 0.0048, -0.0003, -0.0004, 0.0013, -0.0005, 0.0281, 0.0002, -0.0001, -0.0047, 0.0121, -0.0101, 0.0010, -0.0003, 0.0000, 0.0001, -0.0001, 0.0001, 0.0005, 0.0004, 0.0005, 0.0000, -0.0015, 0.0037, 0.0295, -0.0484, 0.0205, 0.0011, 0.0000, 0.0000, -0.0001, -0.0003, 0.0000, 0.0001, 0.0000, 0.0001, 0.0004, -0.0013]
}

Stability order, top to bottom: version b, version a

Version a
{
  "formula": "C3H2O2S",
  "method": "ωB97M-V/def2-TZVPD",
  "homo_lumo_gap_ev": 9.8,
  "multiplicity": 1,
  "species": ["C", "C", "O", "H", "H", "O", "C", "S"],
  "positions_angstrom": [[-0.95574, -0.00975, -0.51392], [-1.10456, 1.30744, -0.33422], [-1.43659, 2.39944, -0.13208], [-1.54327, -0.50683, 0.20494], [-0.31041, -0.46790, -1.37860], [1.42049, 0.21473, 1.25489], [1.68315, -0.82381, 0.75834], [2.24691, -2.11332, 0.14065]],
  "nbo_charge": [-0.8221, 0.7339, -0.4493, 0.2619, 0.2758, -0.4616, 0.4159, 0.0455]
}

Version b
{
  "formula": "C3H2O2S",
  "method": "ωB97M-V/def2-TZVPD",
  "homo_lumo_gap_ev": 9.2,
  "multiplicity": 1,
  "species": ["O", "C", "C", "S", "C", "O", "H", "H"],
  "positions_angstrom": [[1.03503, 2.28913, -0.05020], [1.25530, 1.14133, 0.09633], [0.25523, -0.00422, 0.20834], [1.57247, -1.33349, -0.05737], [2.70079, 0.03669, 0.00975], [3.83760, 0.32533, 0.01917], [0.14290, 0.02509, 1.32506], [-0.73559, 0.03060, -0.35154]],
  "nbo_charge": [-0.4709, 0.5138, -0.6279, 0.2149, 0.3365, -0.4812, 0.2470, 0.2677]
}

Stability order, top to bottom: version a, version b